(1)
15
Properties=species:S:1:pos:R:3:forces:R:3:mulliken_spin:R:1 method="wB97M-V/def2-TZVPD" homo_lumo_gap_ev="5.102 / 7.908" energy_ha=-2708.92380 relative_energy_kcal_mol=0.00 s_squared=2.005 e_homo_ev="-4.5265 / -10.2190" spin_multiplicity=3
C 0.73360 -1.03905 0.14074 3.15 -1.32 -1.46 0.020
C 1.65460 -0.08249 -0.70955 -1.40 -1.87 0.55 0.119
C -0.38896 -0.26546 0.70361 -1.30 0.71 -0.89 -0.009
C -1.10953 0.49814 -0.45407 1.33 -3.26 0.96 0.223
O -0.00276 0.58919 1.76251 0.35 -0.82 -0.02 -0.001
O -2.00946 1.43892 -0.11927 -3.12 -0.01 1.26 0.031
Se 0.41131 1.19704 -1.65781 0.59 1.90 -1.86 1.597
H 0.54128 -1.89122 -0.60848 -0.69 1.14 1.41 0.002
H 1.25834 -1.52462 1.01442 -0.21 0.51 -0.95 0.015
H 2.18734 0.61017 -0.04213 0.63 -0.43 -0.71 -0.003
H 2.12141 -0.66773 -1.57340 0.11 1.38 1.56 0.005
H -0.97593 -0.98600 1.17686 -1.75 -1.14 0.70 0.021
H -1.58996 -0.20687 -1.15419 0.51 -0.34 0.06 -0.024
H 0.00245 1.45121 1.39403 0.05 1.59 -0.17 -0.002
H -2.83372 0.87877 0.12673 1.75 1.96 -0.43 0.004

(2)
134
Properties=species:S:1:pos:R:3:forces:R:3:lowdin_charge:R:1 method="wB97M-V/def2-TZVPD" homo_lumo_gap_ev=7.791 energy_ha=-2794.96393 e_homo_ev=-7.6245 spin_multiplicity=1 smiles="C=C[C@@H]1[C@@H](CCN)N(CC(N)(N)N)[C@@](B(O)O)(C(=O)[O-])[C@H](OC[C@@H](C)CC(C)C)[N@+]1(CCCCC)C(F)(F)C(F)(F)F.CCN(CC)CC.CCN(CC)CC"
C -4.06362 2.41681 0.07573 0.09 -0.47 -0.04 0.058
C -2.84893 1.87446 0.05161 -0.09 0.73 0.04 -0.117
C -2.27821 0.88605 1.03686 -0.96 -1.07 -0.83 -0.173
C -3.30986 -0.18832 1.43808 -0.05 0.12 0.27 -0.215
C -3.57298 -0.95204 0.09154 -0.36 -0.19 -0.17 -0.088
C -3.88517 -2.47065 0.00573 -0.09 -0.36 -0.54 -0.266
N -3.05640 -3.20793 -0.95407 0.26 0.46 -0.16 0.007
N -2.88394 -0.89902 2.63759 0.29 0.78 0.61 -0.015
C -3.81274 -1.89083 3.13460 -0.46 0.01 -0.37 -0.110
C -4.73371 -1.69047 4.38685 -0.73 -0.56 0.26 -0.626
N -4.22291 -1.01569 5.54025 0.59 0.31 -0.29 0.092
N -5.15310 -3.05256 4.83447 0.28 0.16 -0.06 0.064
N -5.94397 -0.98319 3.93437 0.25 0.02 0.23 0.076
C -1.42955 -1.04946 2.78775 0.00 -0.45 -0.07 -0.121
B -0.95504 -1.85808 4.10872 0.43 0.10 0.26 -0.598
O -1.33152 -1.48692 5.37160 -0.84 -0.12 -0.35 0.179
O -0.03862 -2.88358 3.95082 -0.60 -0.06 -0.08 0.173
C -0.91625 -1.94518 1.57896 -0.08 0.13 -0.23 -0.632
O -1.42839 -3.06809 1.54152 -0.18 -0.19 0.00 0.018
O -0.12264 -1.41880 0.76439 0.24 0.05 -0.20 -0.025
C -0.64886 0.27083 2.74519 0.62 -0.17 0.15 -0.179
O 0.01255 0.62965 3.91085 -0.44 -0.09 0.11 -0.054
C 1.43634 0.71570 3.83458 0.66 0.01 0.13 -0.127
C 2.19168 -0.53301 3.32150 0.28 0.82 0.12 -0.322
C 3.36200 -0.03736 2.45596 0.10 -0.43 0.19 -0.040
C 2.72850 -1.32243 4.51229 -0.60 -0.67 0.23 -0.144
C 3.16901 -2.79153 4.26090 0.24 -0.03 -0.11 -0.406
C 3.12654 -3.28069 2.80957 0.13 -0.34 0.23 -0.071
C 4.57329 -3.02719 4.83162 -0.30 0.26 0.10 -0.086
N -1.44603 1.50233 2.15801 0.78 0.13 -0.21 0.069
C -0.32284 2.30250 1.48068 0.30 0.60 -0.32 -0.080
C -0.56957 3.72489 0.96446 0.39 0.30 -0.22 -0.172
C 0.27865 3.96775 -0.29177 -0.13 0.43 0.27 -0.216
C 1.78732 3.84185 -0.06333 -0.40 -0.10 -0.52 -0.246
C 2.57172 3.94365 -1.38167 -0.35 -0.17 0.14 -0.098
C -2.07120 2.42096 3.16252 -0.40 -0.25 0.20 -0.377
F -2.86130 3.28042 2.51862 -0.19 0.15 -0.29 0.167
F -1.09291 3.12403 3.73110 0.32 0.07 0.19 0.182
C -2.95477 1.88687 4.33124 0.27 0.80 -0.11 -0.573
F -4.05823 1.33784 3.88956 -0.40 -0.45 -0.20 0.193
F -2.29240 1.14624 5.16627 0.17 -0.66 0.18 0.228
F -3.31890 3.00308 4.98490 -0.11 0.35 0.27 0.171
H -4.28034 3.33218 -0.45921 -0.11 -0.33 -0.57 0.074
H -4.89314 1.96088 0.60387 0.15 0.36 0.57 0.076
H -2.17628 2.19543 -0.73809 0.25 0.35 0.34 0.110
H -1.52471 0.31104 0.49671 0.35 0.11 0.28 0.129
H -4.24109 0.30931 1.71538 -0.06 -0.07 0.02 0.121
H -2.75614 -0.79210 -0.61694 0.26 0.00 0.24 0.110
H -4.41428 -0.44169 -0.38389 0.00 0.10 0.09 0.105
H -3.79882 -3.01972 0.92780 0.17 0.14 0.27 0.074
H -4.91355 -2.59317 -0.34590 -0.09 0.07 0.17 0.105
H -3.05280 -2.70758 -1.83964 -0.14 -0.10 -0.06 0.062
H -2.09238 -3.15826 -0.62805 -0.02 -0.23 0.22 0.051
H -4.58454 -1.97315 2.36876 0.04 -0.17 -0.15 0.102
H -3.38068 -2.89385 3.14974 0.43 0.13 0.21 0.122
H -4.71111 -0.17103 5.77910 -0.08 -0.01 0.05 0.072
H -4.06683 -1.60594 6.33736 -0.21 -0.03 0.07 0.078
H -4.32615 -3.53518 5.18092 -0.05 -0.07 0.04 0.066
H -5.43700 -3.59546 4.02212 -0.04 -0.01 -0.01 0.072
H -6.49668 -1.64102 3.39268 0.02 0.14 -0.22 0.072
H -6.49779 -0.82573 4.77153 -0.09 0.02 -0.03 0.074
H -1.45129 -2.22309 5.97857 0.46 0.09 0.17 0.110
H -0.34977 -3.70250 4.35174 0.41 -0.07 0.02 0.126
H 0.08684 0.09962 1.95976 -0.18 0.03 -0.24 0.124
H 1.76272 0.91661 4.85594 -0.19 -0.02 0.09 0.140
H 1.77126 1.59158 3.27032 -0.32 0.02 -0.20 0.105
H 1.51536 -1.12243 2.70785 0.03 -0.22 0.02 0.107
H 3.07874 0.11335 1.41469 -0.04 0.17 -0.02 0.085
H 3.78162 0.87639 2.88293 -0.03 0.12 -0.11 0.083
H 4.16975 -0.76721 2.48292 0.00 -0.04 -0.18 0.067
H 3.55285 -0.77520 4.97874 0.04 0.18 -0.14 0.116
H 1.93743 -1.35822 5.26716 0.00 0.06 0.04 0.115
H 2.48886 -3.43306 4.82239 -0.12 0.04 -0.03 0.115
H 2.21343 -3.02217 2.28011 0.02 0.13 -0.08 0.073
H 3.17243 -4.37208 2.82617 -0.01 -0.03 -0.03 0.081
H 4.01332 -2.96372 2.25883 -0.12 0.20 -0.16 0.075
H 5.23538 -2.22536 4.49800 0.17 -0.13 -0.11 0.074
H 4.97386 -3.99080 4.52088 0.07 -0.04 0.02 0.074
H 4.55247 -2.98984 5.92226 0.07 -0.02 0.04 0.076
H 0.04139 1.68842 0.65889 -0.36 -0.29 0.02 0.147
H 0.49574 2.35972 2.18414 -0.16 -0.14 0.16 0.105
H -1.59622 3.97506 0.73155 -0.12 -0.23 0.06 0.097
H -0.23200 4.44863 1.70835 -0.16 -0.06 0.19 0.121
H 0.07835 4.99901 -0.59625 -0.04 -0.03 -0.19 0.121
H -0.06928 3.33079 -1.10899 0.13 -0.16 0.00 0.108
H 2.00327 2.87339 0.39037 0.12 0.06 0.20 0.094
H 2.06705 4.64539 0.61879 0.23 -0.19 0.20 0.114
H 1.92044 3.66014 -2.20964 0.05 -0.05 -0.09 0.069
H 2.91780 4.95493 -1.58372 0.15 0.01 0.03 0.066
H 3.40080 3.24010 -1.37660 0.24 0.21 -0.09 0.069
C 3.64152 8.82063 -5.40160 -0.02 0.02 0.03 -0.091
C 4.13634 7.57697 -4.67907 0.03 0.12 0.01 -0.278
N 4.52445 6.50681 -5.57910 -0.01 -0.07 0.02 -0.201
C 4.73953 5.23999 -4.90418 -0.07 -0.19 0.09 -0.249
C 5.89540 5.13866 -3.90011 0.00 -0.09 -0.01 -0.085
C 5.50441 6.86189 -6.59099 0.06 0.12 -0.17 -0.247
C 6.86164 7.40675 -6.12353 0.03 -0.06 -0.07 -0.082
H 2.81746 8.57753 -6.07334 0.02 -0.02 -0.03 0.080
H 3.28463 9.55009 -4.67350 -0.01 0.00 0.01 0.072
H 4.42982 9.30149 -5.98119 0.00 0.00 0.00 0.064
H 3.32348 7.19794 -4.05302 0.04 -0.07 0.02 0.114
H 4.94624 7.86909 -3.99079 -0.02 0.01 0.01 0.101
H 4.85945 4.46212 -5.66303 0.04 0.06 -0.06 0.112
H 3.81116 4.98793 -4.38072 -0.02 0.10 0.01 0.100
H 6.86378 5.07773 -4.39435 0.01 0.07 0.00 0.055
H 5.78283 4.23024 -3.30474 -0.01 0.00 0.00 0.066
H 5.91305 5.98124 -3.20807 -0.01 0.02 -0.01 0.065
H 5.05043 7.60364 -7.25198 -0.04 0.02 0.05 0.099
H 5.66450 5.98633 -7.22465 -0.01 -0.07 0.08 0.114
H 6.75491 8.13802 -5.32117 -0.02 0.01 0.00 0.066
H 7.36189 7.90599 -6.95548 -0.01 0.00 -0.01 0.071
H 7.52680 6.61690 -5.77836 -0.02 0.01 0.08 0.054
C -2.56255 -8.47926 -5.59198 0.02 -0.04 -0.01 -0.094
C -1.52380 -7.42998 -5.22650 -0.01 -0.10 0.06 -0.280
N -2.09389 -6.11613 -4.99806 0.00 0.11 -0.04 -0.202
C -1.09717 -5.06389 -4.90893 0.13 0.12 -0.10 -0.253
C -0.10714 -5.09444 -3.73742 -0.01 0.09 0.01 -0.081
C -3.16081 -6.05552 -4.01182 -0.23 -0.12 0.09 -0.248
C -2.85244 -6.53095 -2.58749 0.00 0.06 0.05 -0.085
H -3.14302 -8.16522 -6.46051 -0.02 0.03 0.02 0.078
H -2.06470 -9.41893 -5.83558 0.01 0.00 -0.01 0.070
H -3.25029 -8.68031 -4.77029 0.00 0.00 0.00 0.063
H -0.81900 -7.34082 -6.05805 0.04 0.07 0.03 0.115
H -0.94171 -7.79705 -4.36565 0.00 -0.01 -0.02 0.101
H -1.61921 -4.10267 -4.90655 -0.06 -0.03 0.04 0.108
H -0.52564 -5.08052 -5.84316 -0.01 -0.08 0.00 0.106
H -0.56942 -4.78671 -2.80074 -0.01 -0.06 0.02 0.053
H 0.71255 -4.40010 -3.93349 0.00 0.00 -0.01 0.069
H 0.33050 -6.08330 -3.59713 -0.01 -0.02 0.00 0.065
H -4.00566 -6.63518 -4.39305 0.06 -0.04 -0.06 0.097
H -3.52616 -5.02623 -3.97416 0.10 0.05 0.00 0.109
H -2.28648 -7.46462 -2.57507 -0.01 -0.01 -0.06 0.065
H -3.78584 -6.70912 -2.05070 -0.01 0.03 0.00 0.071
H -2.30313 -5.78235 -2.02157 0.02 -0.04 0.04 0.039